# 1
A structure of composition C37H58ClN4OPPdSi3 in a non-equilibrium geometry. Source: the OMol25 dataset; level of theory: the ωB97M-V functional and the def2-TZVPD basis.

```
106
Properties=species:S:1:pos:R:3:forces:R:3
Pd -1.326774 -0.286873 -0.831032 0.74 -0.12 0.26
C -1.442639 -2.792255 -4.453144 -0.01 0.04 0.00
O -1.744685 -1.731792 -3.602110 0.10 0.18 0.07
Si -3.156468 -1.688506 -2.661945 -0.58 -0.01 -0.31
C -4.440557 -1.687048 -4.093962 -0.09 -0.12 0.13
C -3.306660 -3.443084 -1.945261 0.13 0.01 0.03
C -3.446853 -0.312653 -1.515914 1.36 -0.12 0.09
Si -3.590824 -0.751491 0.286743 -0.44 -0.02 0.01
C -3.920170 0.694187 1.467337 0.10 0.08 -0.03
C -5.323956 -1.596410 0.475424 -0.02 0.01 0.01
C -2.563304 -2.030145 1.317134 0.07 -0.03 -0.10
Si -2.825862 1.325713 -2.155535 -0.39 0.16 -0.21
C -4.153920 1.870913 -3.448850 0.00 0.07 0.02
C -2.845684 2.846741 -1.006017 0.00 -0.09 0.09
C -1.262497 1.544946 -3.250828 0.04 -0.08 0.02
H -2.139443 -2.856482 -5.301571 -0.01 -0.02 -0.01
H -1.455556 -3.760266 -3.935068 0.02 -0.02 0.00
H -0.433885 -2.645631 -4.854734 -0.01 -0.01 -0.02
H -4.537771 -2.675902 -4.556975 0.00 -0.01 -0.02
H -4.134558 -0.987499 -4.875898 0.01 0.04 0.00
H -5.427158 -1.380414 -3.738349 -0.02 0.00 0.01
H -3.474032 -4.163153 -2.751830 0.01 -0.02 -0.01
H -4.143344 -3.518742 -1.253615 -0.05 -0.02 0.04
H -2.403715 -3.739944 -1.405190 0.02 0.04 0.01
H -4.674023 1.359054 1.036129 -0.02 0.01 -0.01
H -3.029803 1.283629 1.685863 -0.07 -0.03 0.02
H -4.323132 0.289504 2.402409 -0.01 -0.02 0.03
H -6.095284 -0.830606 0.343191 -0.02 0.02 -0.01
H -5.445310 -2.031465 1.475228 -0.01 0.01 0.02
H -5.524341 -2.378771 -0.257765 0.01 -0.05 -0.04
H -1.483301 -1.906100 1.192674 -0.02 0.02 0.03
H -2.818623 -3.053867 1.022603 -0.01 -0.02 0.00
H -2.803520 -1.917330 2.382124 -0.08 0.00 0.02
H -5.094450 2.083951 -2.929823 -0.03 -0.03 0.00
H -4.356332 1.089580 -4.182745 0.01 -0.03 -0.05
H -3.848176 2.775112 -3.989576 -0.01 0.03 0.01
H -2.837748 2.589021 0.050322 0.03 0.02 0.00
H -3.729103 3.460765 -1.206224 -0.02 0.04 0.00
H -1.959488 3.460442 -1.199637 0.02 0.00 -0.03
H -1.187788 0.735826 -3.981733 -0.01 -0.01 -0.01
H -0.353918 1.518868 -2.640293 -0.01 0.01 -0.01
H -1.302172 2.501731 -3.787675 -0.03 0.03 0.00
Cl 3.527589 -1.856662 -4.388765 -0.12 -0.06 -0.09
C 2.437670 -2.482036 -3.174668 0.03 -0.04 -0.09
C 2.644483 -3.743873 -2.646543 -0.14 -0.03 -0.13
C 1.743420 -4.193520 -1.697197 -0.03 -0.02 -0.03
C 0.687379 -3.362763 -1.335378 0.11 -0.01 0.03
N 0.506963 -2.157424 -1.847584 -0.05 -0.35 -0.15
C 1.366395 -1.713895 -2.751117 -0.05 0.06 0.03
H 3.486859 -4.341460 -2.969092 -0.01 0.00 0.00
H 1.854211 -5.170579 -1.243248 0.01 -0.01 0.00
H -0.037455 -3.674900 -0.589490 -0.02 -0.01 0.00
H 1.193001 -0.718022 -3.143864 -0.02 0.02 -0.01
C -0.592966 4.033325 3.489546 0.06 0.05 0.02
C -0.364801 2.570850 3.851393 -0.04 -0.10 0.15
C 0.765258 2.461409 4.875310 -0.06 -0.01 0.00
C -1.652217 1.962756 4.417928 -0.06 0.07 -0.04
N 0.096382 1.852466 2.658006 0.19 0.15 -0.12
N -0.817615 2.044108 1.558767 -0.14 -0.16 -0.27
H -0.827494 4.606470 4.390775 -0.01 0.02 -0.01
H -1.413534 4.128554 2.779158 -0.02 -0.01 0.03
H 0.308763 4.451256 3.033578 0.01 -0.01 0.00
H 0.464073 2.898616 5.832315 0.01 0.00 -0.01
H 1.654136 2.976665 4.508929 0.02 0.00 -0.02
H 1.030802 1.414483 5.042626 0.00 -0.04 0.01
H -2.023845 2.540034 5.270487 0.00 0.00 0.01
H -1.468319 0.938286 4.754441 -0.01 -0.02 0.00
H -2.424834 1.937936 3.646483 0.07 0.00 0.05
H 0.061797 0.860120 2.859986 0.18 -0.04 0.05
H -0.367550 2.701399 0.925141 0.05 -0.09 0.00
H -0.814274 1.160037 1.012550 0.00 0.44 0.17
N 0.917756 -0.140139 -0.031297 -0.60 0.21 0.10
P 2.284158 0.169725 0.527451 0.00 -0.20 -0.16
C 2.653925 -0.493488 2.228048 -0.01 0.06 0.01
C 3.896519 -0.494335 2.856266 0.00 0.02 0.00
C 4.059455 -1.064470 4.112733 0.00 0.00 0.00
C 2.981892 -1.669359 4.746727 -0.01 0.00 -0.01
C 1.748578 -1.716880 4.109001 0.01 0.01 0.03
C 1.592668 -1.137075 2.857622 -0.04 0.02 -0.03
C 3.746667 -0.595664 -0.341684 -0.08 -0.10 -0.03
C 4.559780 0.100777 -1.231933 0.08 0.02 -0.02
C 5.549048 -0.551474 -1.959036 0.01 0.04 0.07
C 5.737216 -1.917150 -1.810967 0.04 -0.02 0.11
C 4.922580 -2.628907 -0.938054 0.13 0.10 0.05
C 3.936744 -1.972587 -0.218632 0.04 0.09 0.14
C 2.828332 1.946431 0.516682 -0.04 -0.01 0.01
C 3.775517 2.559550 1.331269 -0.06 0.00 0.08
C 4.065651 3.910593 1.193024 0.00 0.03 0.00
C 3.417763 4.670155 0.227114 0.02 -0.04 0.00
C 2.479768 4.066947 -0.600333 0.01 0.01 0.00
C 2.191628 2.716320 -0.455669 -0.10 0.00 0.04
H 4.756995 -0.072697 2.349212 0.01 0.01 0.00
H 5.031203 -1.046868 4.593229 0.01 0.00 0.00
H 3.108193 -2.115573 5.726505 0.00 0.00 0.00
H 0.907907 -2.208773 4.584148 -0.01 -0.01 0.00
H 0.649723 -1.188499 2.318237 0.00 0.01 -0.01
H 4.419373 1.167939 -1.360156 0.00 -0.01 -0.01
H 6.164511 0.008264 -2.654019 0.00 0.00 0.00
H 6.505409 -2.427228 -2.380304 -0.01 -0.01 -0.02
H 5.046597 -3.700852 -0.831150 0.01 0.01 0.01
H 3.287293 -2.535973 0.443847 0.01 0.00 -0.01
H 4.275572 1.995232 2.107225 0.00 -0.01 0.00
H 4.793464 4.374682 1.849989 0.00 0.00 -0.01
H 3.641519 5.725611 0.123443 -0.01 0.01 0.00
H 1.961058 4.649254 -1.353003 0.01 -0.01 -0.01
H 1.448087 2.229321 -1.079888 -0.04 0.01 0.04
```
Positions in Å, forces in eV/Å.

Net charge = -2

Atom charges from the Mulliken analysis, given in e for atoms 1 to 8: 0.5808 -1.1469 -0.1729 1.0788 -1.5829 -1.1296 -0.3524 1.0696

---

# 2
A cluster of 3 separate species, C37H59F2N4O6Si in total in a non-equilibrium geometry. Source: the OMol25 dataset; level of theory: the ωB97M-V functional and the def2-TZVPD basis.

```
109
Properties=species:S:1:pos:R:3:forces:R:3
C 0.806173 1.703825 4.337390 0.15 1.10 -0.76
C -0.300708 1.386756 3.193757 1.04 0.21 1.61
C 0.318768 0.794692 1.826790 -2.35 0.88 -0.87
C 1.636113 -0.096299 1.989242 1.25 -1.51 -0.69
F 1.560306 -1.023878 3.103240 -0.27 2.03 -2.24
F 2.824704 0.690871 2.267273 -2.98 -0.83 -0.32
C 2.031859 -0.946111 0.656110 1.68 -0.53 1.29
C 3.575000 -1.453170 0.869310 -0.37 0.46 -0.12
Si 3.924308 -3.139952 0.007736 0.93 -1.13 0.12
C 5.579456 -3.803265 0.789833 -0.31 0.95 0.26
C 2.597568 -4.488244 0.432761 -0.17 -0.01 0.26
C 4.259885 -3.006857 -1.873461 0.53 0.35 -3.47
C 5.634772 -2.341057 -2.286637 -2.87 -1.40 -3.09
C 5.976965 -2.209553 -3.798487 -2.68 -1.43 1.48
C 5.002916 -2.747359 -4.895878 -0.86 -0.27 3.89
C 3.669267 -3.404014 -4.457723 1.64 1.01 2.18
C 3.253727 -3.552871 -2.950523 4.19 2.15 -1.05
C 0.592416 1.831375 0.593991 3.94 1.50 0.51
C 0.401183 3.411090 0.852527 -0.41 0.67 -1.67
C -0.874023 4.053514 0.048228 0.69 0.56 0.72
C -0.376826 4.879005 -1.237221 -0.10 -0.28 0.79
O -1.380800 5.889006 -1.525932 0.67 -1.52 -1.11
N 0.021727 1.281215 -0.701613 -2.55 -2.15 1.36
C -0.839648 0.304941 -0.450768 1.01 1.47 1.09
C -1.010706 0.101735 1.159940 -0.56 -1.62 -3.12
C -2.419563 0.899527 1.361411 1.06 1.56 0.97
O -3.324271 0.685573 0.214326 2.32 -0.43 2.19
N -4.497187 1.351046 0.494433 -1.22 -0.41 -3.95
O -5.072679 1.379400 -0.557412 -0.17 0.60 2.59
C -1.177701 -1.500321 1.255530 -0.57 -0.70 0.12
C -2.589662 -2.024885 1.796811 0.99 -2.64 0.54
C -2.305304 -3.515257 2.415021 -0.47 0.24 -0.31
O -3.499787 -2.244081 0.680751 0.06 0.50 1.54
C -4.809429 -2.664998 1.131276 -1.71 0.24 -1.95
C -5.783714 -2.560646 -0.161544 -2.43 0.08 -3.21
C -5.529871 -3.420654 -1.457440 -2.76 1.79 -0.50
C -6.470593 -3.340522 -2.714953 -1.24 2.17 2.45
C -7.742195 -2.412010 -2.752341 3.03 -0.16 4.03
C -7.999130 -1.578718 -1.449978 2.41 -2.09 -0.88
C -7.046036 -1.644787 -0.205894 0.57 -1.92 -2.69
H 1.212680 0.767997 4.843795 -0.54 1.37 -0.80
H 1.653545 2.292686 3.809990 -1.12 -1.13 1.07
H 0.378644 2.440586 5.114868 0.46 -1.43 -1.17
H -0.867426 2.384384 3.047350 0.69 -1.97 -0.03
H -0.983460 0.573483 3.656931 0.87 1.44 -1.00
H 1.417113 -1.909669 0.560471 0.42 1.79 0.07
H 2.054589 -0.305242 -0.285819 -0.45 -0.92 1.33
H 4.293867 -0.672951 0.421243 -1.03 -1.10 0.95
H 3.806725 -1.616370 1.987042 -0.39 0.43 -1.72
H 5.844457 -4.841475 0.400220 -0.18 1.52 0.60
H 5.414749 -3.787699 1.924634 0.46 -0.29 -1.51
H 6.372756 -3.006266 0.546348 -0.84 -1.50 0.42
H 1.752817 -4.548253 -0.344543 1.10 -0.04 1.37
H 2.200890 -4.304049 1.502229 0.35 -0.29 -1.71
H 3.165844 -5.479641 0.473999 -0.91 1.27 -0.22
H 6.340384 -1.977059 -1.452672 -1.18 -0.61 -1.68
H 6.952893 -1.704011 -4.097976 -1.65 -0.97 0.31
H 5.299107 -2.654570 -6.003546 -0.61 -0.16 2.05
H 2.943531 -3.784658 -5.251850 1.23 0.58 1.20
H 2.271221 -4.036057 -2.613997 1.69 0.78 -0.76
H 1.722453 1.788595 0.332287 -1.69 -0.14 0.83
H 0.398005 3.718952 1.949821 -0.09 -0.88 -1.47
H 1.321698 3.937010 0.384247 -1.38 -0.96 0.92
H -1.396984 4.779690 0.781467 0.67 -1.17 -1.44
H -1.612259 3.262361 -0.317375 0.87 1.11 0.68
H -0.251627 4.105744 -2.092617 -0.04 1.47 1.08
H 0.618398 5.433562 -1.036988 -1.50 -1.09 -0.28
H -1.682979 5.700690 -2.439471 0.08 0.48 0.84
H 0.265781 1.568988 -1.671832 -0.05 -0.06 1.17
H -1.416767 -0.300334 -1.224156 0.98 1.02 0.96
H -2.909870 0.692803 2.369307 0.56 0.01 -1.54
H -2.199675 2.037421 1.348030 -0.16 -1.89 0.15
H -1.056711 -1.946452 0.191843 -0.27 0.56 1.77
H -0.368867 -2.024751 1.884991 -1.21 1.29 -0.84
H -3.041517 -1.428000 2.659612 0.50 -0.34 -1.39
H -2.248174 -4.245360 1.523103 0.10 1.13 1.43
H -1.348807 -3.556537 3.035962 -1.37 0.04 -0.79
H -3.198919 -3.834116 3.057715 1.41 0.42 -0.83
H -4.867212 -3.764836 1.457530 0.39 1.72 -0.14
H -5.193414 -1.924353 1.912102 0.41 -1.20 -0.77
H -4.661726 -4.162807 -1.556778 -1.37 1.37 0.43
H -6.285837 -3.952472 -3.668754 0.00 0.89 1.86
H -8.428416 -2.339884 -3.673989 1.28 -0.17 1.76
H -8.928192 -0.904816 -1.470500 1.70 -1.07 0.38
H -7.332817 -1.010255 0.694756 0.53 -0.98 -1.33
C -4.540974 3.643131 5.197227 -0.42 -0.12 -0.24
O -3.443802 3.123267 5.081900 -0.18 -0.11 -0.26
N -5.660704 3.275586 4.511833 0.62 0.36 0.56
C -6.934353 3.941217 4.699968 0.01 -0.18 -0.15
C -5.570872 2.183799 3.565214 0.31 0.05 0.12
H -4.713875 4.481352 5.890802 -0.07 -0.02 -0.03
H -7.671257 3.210368 5.042379 -0.10 0.18 -0.01
H -7.257904 4.367387 3.746903 -0.15 0.05 0.13
H -6.853167 4.739751 5.439045 0.07 -0.11 -0.07
H -5.242106 1.282059 4.089662 -0.02 -0.06 -0.15
H -4.831431 2.434238 2.801619 -0.13 -0.14 0.00
H -6.537635 2.002199 3.094035 0.09 0.10 0.09
C 7.064927 0.709452 -5.097477 0.31 0.53 -0.19
O 7.362773 -0.335546 -5.648096 0.21 0.43 -0.13
N 7.690131 1.905122 -5.287604 -0.59 -0.67 0.29
C 7.277125 3.107688 -4.594231 0.20 -0.05 -0.18
C 8.804537 1.976028 -6.213568 0.01 -0.30 -0.10
H 6.233460 0.765955 -4.375418 -0.01 0.06 0.06
H 6.985541 3.861205 -5.330372 -0.02 0.10 0.18
H 8.114843 3.482105 -4.000279 -0.15 0.14 0.03
H 6.431832 2.907702 -3.933436 0.09 -0.07 -0.09
H 8.466006 1.667789 -7.205748 0.18 0.03 0.02
H 9.588967 1.290802 -5.883139 0.03 0.09 -0.16
H 9.200168 2.991273 -6.260127 -0.12 -0.10 0.08
```
Positions in Å, forces in eV/Å.

Net charge = +1

Atom charges from the Mulliken analysis, given in e for atoms 1 to 8: -1.2965 -0.6403 2.3559 0.3451 -0.3728 -0.3817 -0.1498 -0.3673

---

no.,HOMO (Ha)
1,-0.017
2,-0.381